Molecular formula: C29H46NO13
Method: DFT, ωB97M-V with the def2-TZVPD basis set

ORCA input file:
```
! RIJCOSX wB97M-V def2-TZVPD def2/J DEFGRID3
* xyz 1 1
C -1.3702 -0.3525 -0.8824
N 0.0430 -0.0005 -0.8935
C 0.5870 -0.5476 0.3463
C 0.6722 -0.7503 -2.0200
C 0.1743 1.5136 -0.9555
C 1.5947 2.0101 -0.8848
O 1.6288 3.4019 -0.7605
H -1.5818 -1.4222 -0.3896
H -1.8973 -0.2045 -1.8406
H -1.8523 0.2908 -0.1255
H 0.2017 -1.6993 0.5984
H 0.6803 0.0849 1.2640
H 1.6864 -0.4001 0.3337
H 0.7076 -1.7643 -2.1437
H 1.6211 -0.4795 -2.0775
H 0.1825 -0.3764 -3.0056
H -0.4028 2.0404 -0.0988
H -0.3740 1.9498 -1.8639
H 2.1969 1.9494 -1.7208
H 2.3218 1.6935 -0.0150
H 1.5997 3.7082 0.1456
C -0.6003 6.7884 -0.4431
C -1.6121 5.6497 -0.5448
C -2.6259 5.6832 -1.7619
O -3.3033 4.7506 -2.1257
C -2.4048 6.7362 -2.6820
C -1.5468 7.8773 -2.4286
C -0.6291 7.8813 -1.2663
O 0.0938 8.8669 -0.9615
O -1.5298 9.0965 -3.1035
O -1.8114 4.5027 0.2331
H 0.0606 6.8727 0.3945
H -3.1057 6.8280 -3.4233
H -2.1977 9.1488 -3.6709
H -2.6340 4.0803 0.0303
C -3.3780 -3.4483 2.7420
C -3.4965 -3.9983 4.1372
C -2.5121 -4.8513 4.7550
O -2.6067 -5.1814 5.9152
C -1.2904 -5.1286 4.0416
C -1.0670 -4.5492 2.6724
C -2.1072 -3.6589 2.0313
O -1.8736 -3.1972 0.9091
O 0.0177 -5.0157 1.8732
O -4.5927 -3.8263 4.8482
H -4.1164 -2.8067 2.2917
H -0.4982 -5.8748 4.4860
H 0.5684 -5.5026 2.5576
H -4.4528 -4.3546 5.6352
C 2.6731 1.0484 3.1556
C 3.1085 2.3638 2.4062
O 2.1016 3.1491 2.0586
C 4.5145 2.6587 1.9917
H 2.7284 0.3830 2.4754
H 1.5216 1.0129 3.3042
H 3.2436 1.0019 3.9629
H 4.8745 1.7894 1.4791
H 5.0494 2.6893 2.9375
H 4.7698 3.4886 1.4594
C 3.6324 -4.6478 -4.4010
C 3.3184 -3.2829 -3.9218
O 2.2276 -2.7965 -4.2774
C 4.4373 -2.4752 -3.2532
H 4.4982 -4.4361 -4.8902
H 2.9270 -5.1175 -4.8848
H 3.9303 -5.1023 -3.5519
H 4.0519 -2.0615 -2.3591
H 5.0082 -1.7954 -3.8819
H 5.1492 -3.1305 -2.8931
C 3.2300 -5.0596 0.1831
C 2.3735 -4.1248 -0.6001
O 2.6438 -2.9101 -0.6128
C 0.9612 -4.6284 -1.1138
H 4.2712 -4.6632 0.2469
H 3.1356 -6.1008 -0.1496
H 2.6879 -5.2274 1.1667
H 0.4025 -3.8257 -1.3721
H 0.3999 -5.3985 -0.5041
H 1.1857 -4.8199 -2.1834
C -4.6572 1.1293 1.9590
C -4.2709 1.9015 0.6756
O -3.1078 2.2117 0.4972
C -5.3441 2.3179 -0.3333
H -5.3312 1.8165 2.5112
H -3.7639 1.0080 2.5943
H -4.9862 0.2464 1.7711
H -5.1932 1.8928 -1.2178
H -5.2291 3.3399 -0.5955
H -6.3409 2.1405 0.0088
*
```

Summary:
ΔE to the lowest compared entry with this formula, charge and spin: 0.0 kcal/mol

---

Molecular formula: C32H22F12FeN3O6S
Method: DFT, ωB97M-V with the def2-TZVPD basis set

ORCA input file:
```
! RIJCOSX wB97M-V def2-TZVPD def2/J DEFGRID3
* xyz -1 5
Fe 0.4975 -0.4790 0.2235
C -5.6739 1.4007 3.1028
C -4.2466 1.1944 2.6630
C -3.2562 2.0612 3.1059
C -1.9534 1.8619 2.7947
C -1.6116 0.9639 1.7244
N -0.2552 0.8156 1.3902
C 0.6587 1.8705 1.5926
C 0.2764 3.1836 1.2434
C 1.1710 4.2026 1.4159
C 2.3745 3.9806 2.0821
C 3.3682 5.0622 2.3152
C 2.7282 2.7043 2.5490
C 1.9576 1.6123 2.1600
C 2.4789 0.1947 2.2606
O 1.9735 -0.6431 1.2882
C 2.1977 -0.3033 3.7412
F 0.9220 -0.6727 3.8018
F 3.0090 -1.3527 4.0966
F 2.3624 0.6731 4.6909
C 4.0471 0.2478 1.9686
F 4.7633 0.6560 3.0767
F 4.3649 1.0682 0.9224
F 4.5110 -0.9933 1.6672
C -2.6658 0.0555 1.2639
C -3.9328 0.1264 1.8286
C -1.7682 -2.1971 0.8506
O -0.5163 -2.3662 0.9166
C -2.6680 -3.2525 1.4354
F -2.0045 -3.7171 2.5181
F -3.8833 -2.8221 1.7624
F -2.8962 -4.3218 0.5669
C -0.2376 -4.2009 -2.1476
F -1.0268 -5.2503 -1.8151
F -3.1007 -2.5054 -1.5360
F -0.1165 -4.2037 -3.4911
H -5.7056 1.8562 4.0967
H -6.2147 2.1340 2.4623
H -6.2533 0.4861 3.0165
H -3.5815 2.9320 3.6584
H -1.1906 2.3681 3.3275
H -0.7206 3.3960 0.8629
H 0.9797 5.2196 1.0760
H 3.4425 5.7471 1.4585
H 3.0295 5.6916 3.1809
H 4.3465 4.5979 2.5235
H 3.5516 2.6277 3.2484
H -4.7004 -0.6305 1.5365
O 1.4653 -5.2027 -0.7634
C 1.1607 -4.1291 -1.5176
O 1.8963 -3.1263 -1.6040
C -2.4109 -0.9860 0.1501
C -3.5408 -1.3405 -0.7723
C -3.7813 -0.2510 -1.7210
C -2.7519 0.5966 -2.1521
C -1.4336 0.2728 -1.6548
N -1.3124 -0.5316 -0.6370
C -0.1264 0.7743 -2.1340
O -0.0469 1.4629 -3.2999
O 0.9170 0.4392 -1.5779
H 2.0181 -4.8566 0.0066
H -4.4665 -1.7026 -0.2885
H -4.7674 -0.1608 -2.2096
H -2.9529 1.4813 -2.7924
H -0.9433 1.7209 -3.5956
S 4.3838 -0.7593 -2.7457
C 3.3479 -1.0592 -4.0165
N 3.2283 -2.3262 -4.5471
C 2.6618 -2.5678 -5.7270
C 2.0409 -1.5259 -6.4283
C 1.9248 -0.2487 -5.8467
C 2.5763 -0.0268 -4.6413
H 3.6923 -3.0697 -4.0438
H 2.7703 -3.5924 -6.1081
H 1.7303 -1.7565 -7.4427
H 1.3230 0.5162 -6.3216
H 2.5661 0.8755 -4.0457
*
```

Summary:
⟨S²⟩: 6.0632
ΔE to the lowest compared entry with this formula, charge and spin: 124.6 kcal/mol

---

Molecular formula: C9H20ClSiV2
Method: DFT, ωB97M-V with the def2-TZVPD basis set

ORCA input file:
```
! RIJCOSX wB97M-V def2-TZVPD def2/J DEFGRID3
* xyz 0 4
V -3.4051 0.3101 0.8878
Cl -2.0529 -1.4519 0.0397
C -4.8370 1.7139 0.0610
C -4.8703 -0.2023 2.3985
H -5.5333 2.0342 0.8596
H -4.2322 2.5793 -0.2559
H -5.4446 1.3764 -0.8016
H -5.4363 0.7195 2.6048
H -4.2919 -0.5022 3.2867
H -5.6005 -0.9980 2.1664
V -0.3562 -0.2501 -0.5554
C -0.9647 1.0027 -2.0909
C -0.3713 1.1042 1.3059
H -1.7602 1.5731 -1.5931
H -0.1602 1.6844 -2.4235
H -1.4329 0.5122 -2.9638
H -0.8315 0.7422 2.2613
H -0.4774 2.1912 1.0800
C 3.7703 -1.8659 0.9898
Si 3.1245 -0.8530 -0.4490
C 4.2608 0.5632 -0.6360
C 3.2851 -1.9516 -1.9499
C 1.4280 -0.2834 -0.0417
C 0.7220 0.4691 0.8248
H 4.8273 -2.0632 0.7481
H 3.2288 -2.8133 1.1024
H 3.7109 -1.2932 1.9228
H 5.2577 0.1308 -0.7263
H 4.0720 1.1732 -1.5152
H 4.2640 1.2150 0.2345
H 2.7433 -2.9008 -1.8689
H 3.0056 -1.4731 -2.8925
H 4.3581 -2.1924 -2.0105
*
```

Summary:
Total energy: -2992.3997 hartree
⟨S²⟩: 3.8317

---

Molecular formula: C4H29N2O10
Method: DFT, ωB97M-V with the def2-TZVPD basis set

ORCA input file:
```
! RIJCOSX wB97M-V def2-TZVPD def2/J DEFGRID3
* xyz -1 1
C -2.9991 -0.6886 1.0452
N -2.7897 -0.7606 -0.3948
C -1.7087 -0.6321 1.9287
C -1.9712 -0.2302 3.4634
N -1.0033 -1.8993 1.7043
C 0.3353 -1.8532 1.1640
O 0.6573 -0.5979 0.6839
H -3.6497 -1.6513 1.2692
H -3.6936 0.1363 1.3231
H -2.1289 -0.0902 -0.6778
H -2.3117 -1.6943 -0.4184
H -1.2845 0.2988 1.3380
H -0.9701 -0.2230 3.9924
H -2.5437 -1.0929 3.8266
H -2.3260 0.7919 3.5215
H -1.1227 -2.4372 2.5996
H 1.1536 -1.9540 2.0372
H 0.5297 -2.7043 0.4690
H -0.0827 3.1040 -0.5674
H 1.0983 3.6837 -0.0245
O 0.2666 3.9451 -0.4362
H -3.1145 0.6278 -2.6238
H -2.3605 1.4943 -3.5706
O -3.0430 0.7931 -3.5091
H 2.5491 -2.5343 -2.0484
H 3.7025 -2.1702 -1.2131
O 3.3685 -2.8738 -1.8606
H 1.1881 0.7463 -2.1064
H 1.8351 -0.2187 -3.1727
O 2.0720 0.5225 -2.5894
H 2.3318 -0.3519 0.1705
H 2.6470 -0.3121 -1.3210
O 3.1066 -0.3826 -0.4112
H -0.6719 1.4173 -3.9777
H -0.5823 -0.0111 -4.0495
O -0.0546 0.7790 -4.1813
H 3.0405 0.1790 1.9243
H 3.3237 0.5754 3.4716
O 3.2210 0.9149 2.5627
H -0.2318 1.4223 -0.9332
H 0.0687 -0.1720 -0.4964
O -0.2593 0.4934 -1.2972
H 2.1474 2.2042 1.2419
H 0.9918 1.2814 1.2787
O 1.2689 2.1254 0.8648
*
```

Summary:
ΔE to the lowest compared entry with this formula, charge and spin: 98.8 kcal/mol